No. 1
# C10H24ClIN2OPSSc

C10H24ClIN2OPSSc as an isolated structure (the ωB97M-V functional and the def2-TZVPD basis, the Open Molecules 2025 dataset).

Structure (XYZ):
```
42
Properties=species:S:1:pos:R:3
C -0.230 -3.983 -3.807
I 1.089 -3.106 -2.279
H -1.253 -3.717 -3.517
H -0.072 -5.069 -3.802
H 0.031 -3.549 -4.777
Sc -0.009 -0.706 -1.440
P -0.018 1.120 -3.369
C 1.332 1.772 -4.422
C -1.191 0.661 -4.699
H -1.628 2.474 -2.148
H -0.990 3.352 -3.577
H 0.006 3.192 -2.097
C -0.727 2.686 -2.741
H -2.158 0.382 -4.258
H -1.338 1.487 -5.414
H 0.927 2.437 -5.205
H 1.856 0.935 -4.909
H -0.786 -0.205 -5.243
H 2.057 2.332 -3.817
C 2.163 -0.124 -2.111
O 3.282 0.070 -2.334
Cl -2.219 -0.967 -0.825
C -1.057 -2.199 4.897
C 0.043 -1.623 4.022
N -0.510 -1.042 2.765
C 0.301 -0.140 2.103
S 1.241 -0.589 0.710
N 0.464 1.072 2.609
C -0.237 1.596 3.802
C 0.746 2.069 4.858
H -1.856 -1.467 5.075
H -0.615 -2.460 5.867
H -1.486 -3.120 4.481
H 0.585 -0.835 4.566
H 0.763 -2.406 3.745
H -0.792 -1.796 2.133
H 1.079 1.685 2.080
H -0.899 2.416 3.495
H -0.879 0.799 4.178
H 1.248 2.998 4.560
H 0.218 2.255 5.800
H 1.517 1.313 5.042
```

## Properties
E_HOMO = -15.6 eV
E_LUMO = -7.64 eV
charge = +2
HOMO-LUMO gap = 0.29293 hartree

***

No. 2
# C4H7FI2

C4H7FI2 as an isolated structure (the ωB97M-V functional and the def2-TZVPD basis, the Open Molecules 2025 dataset).

Structure (XYZ):
```
14
Properties=species:S:1:pos:R:3
C -0.983 1.560 0.846
C -0.774 0.159 0.335
C 0.529 0.128 -0.384
C 1.028 -1.653 -0.739
F -0.001 -2.258 -1.315
I 2.673 -1.628 -2.222
I 1.670 -2.567 1.059
H -0.368 2.018 1.521
H -2.055 1.652 1.301
H -1.001 2.073 -0.068
H -1.588 0.043 -0.309
H -0.758 -0.698 1.042
H 1.276 0.567 0.289
H 0.351 0.605 -1.354
```

## Properties
E_HOMO = -9.4 eV
E_LUMO = -0.31 eV
HOMO-LUMO gap = 0.33265 hartree
energy relative to the best compared isomer or geometry (same formula, charge and spin) = 21.03 kcal/mol

***

No. 3
# C49H33FeN5

C49H33FeN5 as an isolated structure (the ωB97M-V functional and the def2-TZVPD basis, the Open Molecules 2025 dataset).

Structure (XYZ):
```
88
Properties=species:S:1:pos:R:3
Fe -0.215 0.264 -0.124
C 2.872 -5.430 3.772
C 1.816 -4.825 4.437
C 1.079 -3.822 3.822
C 1.386 -3.392 2.530
C 2.441 -4.026 1.867
C 3.176 -5.032 2.477
C 0.649 -2.304 1.835
C 0.468 -1.031 2.446
C 0.692 -0.706 3.797
C 0.251 0.588 3.986
C -0.184 1.067 2.742
N -0.049 0.067 1.795
C -0.480 2.427 2.476
C -0.448 2.952 1.218
C -0.385 4.352 0.883
C -0.059 4.444 -0.423
C -0.029 3.105 -0.963
C 0.123 2.776 -2.293
C 0.702 3.756 -3.253
C 1.959 3.484 -3.800
C 2.578 4.388 -4.650
C 1.945 5.583 -4.974
C 0.687 5.852 -4.456
C 0.069 4.943 -3.605
C -0.272 1.515 -2.784
N -0.628 0.448 -1.996
C -1.174 -0.500 -2.839
C -1.493 -1.823 -2.463
C -2.248 -2.667 -3.436
C -1.616 -3.620 -4.228
C -2.345 -4.394 -5.122
C -3.717 -4.222 -5.233
C -4.357 -3.269 -4.450
C -3.626 -2.496 -3.559
C -1.053 -2.361 -1.291
C -0.985 -3.768 -0.982
C -0.231 -3.905 0.127
C 0.094 -2.578 0.606
N -0.408 -1.653 -0.278
C -1.168 -0.016 -4.159
C -0.572 1.227 -4.132
N -0.269 2.210 0.053
C -0.711 3.312 3.654
C 0.120 4.391 3.947
C -0.138 5.210 5.039
C -1.226 4.956 5.860
C -2.050 3.870 5.590
C -1.793 3.056 4.497
H 3.453 -6.205 4.257
H 1.555 -5.142 5.439
H 0.229 -3.392 4.337
H 2.693 -3.705 0.862
H 3.993 -5.501 1.942
H 1.121 -1.351 4.544
H 0.269 1.157 4.902
H -0.550 5.168 1.568
H 0.104 5.344 -0.992
H 2.449 2.552 -3.539
H 3.559 4.167 -5.050
H 2.428 6.296 -5.629
H 0.183 6.775 -4.715
H -0.924 5.152 -3.224
H -0.543 -3.751 -4.142
H -1.839 -5.131 -5.734
H -4.286 -4.823 -5.931
H -5.427 -3.130 -4.532
H -4.121 -1.753 -2.945
H -1.439 -4.550 -1.570
H 0.045 -4.821 0.625
H -1.540 -0.555 -5.017
H -0.402 1.897 -4.960
H 0.991 4.573 3.327
H 0.520 6.044 5.251
H -1.428 5.595 6.710
H -2.895 3.658 6.232
H -2.435 2.210 4.282
C 4.692 -0.203 -0.257
C 3.908 -0.979 -1.097
C 2.549 -0.732 -1.150
N 1.972 0.226 -0.425
C 2.724 0.977 0.380
C 4.091 0.798 0.491
H 5.758 -0.375 -0.185
H 4.338 -1.766 -1.702
H 1.889 -1.310 -1.787
H 2.202 1.738 0.952
H 4.666 1.426 1.157
```

## Properties
<S²> = 6.089
E_HOMO (spin up / spin down) = -5.1 / -6.6 eV
2S+1 = 5
E_LUMO (spin up / spin down) = -0.46 / -1.26 eV
HOMO-LUMO gap (spin up / spin down) = 0.17123 / 0.19575 hartree

***

No. 4
# C10H10ClNO

One molecule with the formula C10H10ClNO (the ωB97M-V functional and the def2-TZVPD basis, the Open Molecules 2025 dataset).

Structure (XYZ):
```
23
Properties=species:S:1:pos:R:3
C 0.561 -2.093 0.169
C 1.899 -2.001 -0.049
C -0.238 -0.958 0.091
C 0.336 0.296 -0.049
C 2.495 -0.704 0.051
C 1.711 0.437 0.030
C 2.508 1.728 -0.016
C 3.865 -0.255 -0.044
C -1.687 -1.404 0.002
C -0.633 1.440 -0.110
N 3.893 1.326 0.137
O 4.909 2.056 0.073
Cl 5.252 -1.086 0.120
H 0.143 -3.007 0.181
H 2.602 -2.771 -0.164
H 2.429 2.526 0.865
H 2.261 2.211 -0.889
H -1.829 -2.402 0.248
H -2.083 -1.404 -1.142
H -2.509 -0.776 0.576
H -0.157 2.323 -0.717
H -0.833 1.951 0.921
H -1.438 0.965 -0.627
```

## Properties
E_HOMO (spin up / spin down) = -8.1 / -7.3 eV
E_LUMO (spin up / spin down) = -0.41 / 0.33 eV
HOMO-LUMO gap (spin up / spin down) = 0.28121 / 0.28127 hartree
energy relative to the best compared isomer or geometry (same formula, charge and spin) = 102.75 kcal/mol
SMILES = Cc1ccc2c(c1C)C[N+]([O-])=C2Cl

***

No. 5
# C9H24O17P2S3Zr

C9H24O17P2S3Zr as an isolated structure (the ωB97M-V functional and the def2-TZVPD basis, the Open Molecules 2025 dataset).

Structure (XYZ):
```
56
Properties=species:S:1:pos:R:3
Zr -1.302 1.214 -1.894
P -2.731 2.146 -0.069
O -1.546 1.091 0.196
O -3.286 1.251 -1.261
O -1.860 3.085 -0.992
O -3.545 2.673 1.036
P -0.515 1.096 -4.249
O -0.001 1.055 -5.630
O 0.236 0.294 -3.093
O -1.996 0.758 -3.824
O -0.443 2.446 -3.393
O -0.994 -3.245 -0.823
S -2.019 -2.254 -0.876
O -1.867 -1.087 -1.639
O -3.368 -2.919 -1.388
C -3.500 -4.352 -1.339
C -2.775 -5.070 -2.465
C -2.462 -1.763 0.751
H -4.576 -4.501 -1.413
H -3.139 -4.712 -0.374
H -1.756 -4.708 -2.580
H -3.266 -4.971 -3.432
H -2.660 -6.120 -2.182
H -1.533 -1.506 1.256
H -2.945 -2.614 1.231
H -3.050 -0.850 0.675
O 2.551 3.888 -1.795
S 1.536 3.454 -0.888
O 0.911 2.210 -1.090
O 2.217 3.419 0.570
C 3.586 3.038 0.599
C 4.057 3.027 2.032
C 0.377 4.731 -0.634
H 4.194 3.677 -0.049
H 3.749 2.036 0.182
H 3.862 3.965 2.557
H 5.124 2.816 2.114
H 3.528 2.236 2.568
H -0.319 4.617 -1.465
H 0.947 5.657 -0.673
H -0.136 4.543 0.302
O 2.826 -0.342 0.768
S 1.395 -0.398 0.841
O 0.562 -0.430 -0.265
O 1.025 -1.753 1.659
C 1.847 -2.104 2.746
C 1.500 -3.515 3.183
C 0.782 0.810 1.965
H 1.773 -1.446 3.622
H 2.912 -2.078 2.495
H 0.410 -3.618 3.175
H 1.797 -3.681 4.221
H 1.894 -4.292 2.532
H 0.743 1.762 1.450
H 1.476 0.815 2.807
H -0.228 0.521 2.239
```

## Properties
E_HOMO = -1.3 eV
E_LUMO = 3.80 eV
charge = -2
HOMO-LUMO gap = 0.18826 hartree
energy relative to the best compared isomer or geometry (same formula, charge and spin) = 0.00 kcal/mol

***

No. 6
# C16H30BrClNO12P2

A 4-piece molecular cluster, C16H30BrClNO12P2 overall (the ωB97M-V functional and the def2-TZVPD basis, the Open Molecules 2025 dataset).

Structure (XYZ):
```
63
Properties=species:S:1:pos:R:3
C 3.388 0.444 0.144
C 2.386 0.927 -1.074
N 1.624 2.203 -0.794
P 0.328 1.993 0.411
O -0.758 2.017 1.810
C -1.931 1.128 1.550
C -1.709 0.176 0.193
Cl -1.056 -1.517 0.725
P -3.337 -0.358 -0.734
O -3.670 -1.969 -0.156
Br -2.748 -0.425 -2.945
O -0.765 1.028 -0.604
H 4.524 0.429 -0.137
H 3.145 1.050 1.134
H 3.077 -0.682 0.390
H 1.644 0.073 -1.395
H 3.101 1.165 -2.000
H 1.119 2.413 -1.705
H 0.717 0.694 0.913
H 1.232 2.750 1.281
H -0.304 3.278 0.136
H -2.028 0.321 2.414
H -2.902 1.712 1.254
H -4.194 -1.951 0.711
C 8.779 1.206 1.138
C 7.667 1.986 1.812
C 7.829 2.082 3.300
O 6.493 2.184 3.753
C 5.714 1.567 2.815
O 4.540 1.281 2.971
O 6.430 1.307 1.678
H 8.674 1.268 0.048
H 9.766 1.592 1.411
H 8.728 0.141 1.392
H 7.567 2.977 1.354
H 8.403 2.965 3.595
H 8.284 1.195 3.751
C -4.618 -1.935 -6.120
C -4.210 -1.076 -7.302
C -5.035 0.168 -7.442
O -4.997 0.412 -8.836
C -4.802 -0.799 -9.439
O -4.923 -1.003 -10.634
O -4.461 -1.755 -8.521
H -3.911 -2.764 -5.997
H -4.639 -1.358 -5.191
H -5.602 -2.391 -6.281
H -3.140 -0.844 -7.250
H -4.607 1.010 -6.893
H -6.079 0.039 -7.139
C -2.240 -2.631 6.487
C -2.956 -2.552 5.153
C -2.418 -1.480 4.255
O -3.548 -1.126 3.479
C -4.648 -1.413 4.238
O -5.781 -1.050 3.978
O -4.306 -2.158 5.334
H -2.592 -3.502 7.052
H -1.157 -2.718 6.359
H -2.458 -1.754 7.108
H -2.946 -3.531 4.659
H -1.612 -1.845 3.613
H -2.071 -0.590 4.791
```

## Properties
E_HOMO = -4.2 eV
E_LUMO = 2.17 eV
charge = -1
HOMO-LUMO gap = 0.23389 hartree

***

Going through the records in order, we get strongest force on any atom values of 5.4 4.5 0.6 5.9 2.7 4.9 eV Å⁻¹.